DFT (ωB97M-V/def2-TZVPD) results for a cluster of 2 separate species, H2I2P2 in total.

Total charge: 0
HOMO-LUMO gap (alpha / beta) in eV: 7.64 / 4.98
E_HOMO (alpha / beta) in eV: -9.3 / -8.3
Largest force on an atom in eV Å⁻¹: 0.68
2S+1: 1
Lowest unoccupied orbital energy (alpha / beta) in eV: -1.69 / -3.33
Relative energy (zero: lowest compared OMol25 entry of this formula, charge and spin) in kcal per mole: 49.00

Geometry (Å):
P 0.172 -0.048 0.396
P -1.794 -0.922 0.467
I -3.078 0.979 -0.288
I 3.611 1.253 -0.082
H 0.821 -1.276 0.501
H 0.269 0.014 -0.996

***

DFT (ωB97M-V/def2-TZVPD) results for an isolated molecule of H2INO2S in a non-equilibrium geometry.

Total charge: 0
HOMO-LUMO gap in eV: 8.46
E_HOMO in eV: -10.1
Largest force on an atom in eV Å⁻¹: 2.43
2S+1: 1
Lowest unoccupied orbital energy in eV: -1.67
Relative energy (zero: lowest compared OMol25 entry of this formula, charge and spin) in kcal per mole: 7.68

Geometry (Å):
N 0.648 0.610 0.533
S -0.511 -0.245 -0.413
O -0.469 0.316 -1.761
O -1.656 -0.416 0.436
I 0.419 -2.659 -0.342
H 1.314 1.337 0.205
H 0.257 1.056 1.342

***

DFT (ωB97M-V/def2-TZVPD) results for an isolated molecule of H2INS in a non-equilibrium geometry.

Total charge: 0
HOMO-LUMO gap (alpha / beta) in eV: 5.91 / 5.87
E_HOMO (alpha / beta) in eV: -8.8 / -8.8
Largest force on an atom in eV Å⁻¹: 2.71
2S+1: 1
Lowest unoccupied orbital energy (alpha / beta) in eV: -2.92 / -2.91
Relative energy (zero: lowest compared OMol25 entry of this formula, charge and spin) in kcal per mole: 76.03

Geometry (Å):
N -0.253 0.211 -0.385
S 0.101 4.566 1.014
I -0.524 2.585 -0.180
H -0.976 -0.313 0.068
H 0.651 0.071 0.047

***

DFT (ωB97M-V/def2-TZVPD) results for a cluster of 2 separate species, H2IO in total in a non-equilibrium geometry.

Total charge: -1
HOMO-LUMO gap in eV: 7.24
E_HOMO in eV: -3.4
Largest force on an atom in eV Å⁻¹: 1.21
2S+1: 1
Lowest unoccupied orbital energy in eV: 3.82
Relative energy (zero: lowest compared OMol25 entry of this formula, charge and spin) in kcal per mole: 4.32

Geometry (Å):
O -0.243 0.525 -0.965
H -1.088 1.006 -0.816
H -0.188 -0.116 -0.220
I 1.519 -1.415 2.000

***

DFT (ωB97M-V/def2-TZVPD) results for an isolated molecule of H2IOP in a non-equilibrium geometry.

Total charge: 0
HOMO-LUMO gap in eV: 8.91
E_HOMO in eV: -9.0
Largest force on an atom in eV Å⁻¹: 2.17
2S+1: 1
Lowest unoccupied orbital energy in eV: -0.07
Relative energy (zero: lowest compared OMol25 entry of this formula, charge and spin) in kcal per mole: 2.44

Geometry (Å):
O 0.759 -0.691 0.499
P -0.119 0.675 0.296
I -2.469 -0.169 0.095
H 1.733 -0.711 0.232
H 0.096 0.895 -1.122

***

DFT (ωB97M-V/def2-TZVPD) results for a cluster of 2 separate species, H2IP in total.

Total charge: 0
HOMO-LUMO gap (alpha / beta) in eV: 9.00 / 5.78
E_HOMO (alpha / beta) in eV: -10.4 / -9.2
Largest force on an atom in eV Å⁻¹: 0.75
2S+1: 1
Lowest unoccupied orbital energy (alpha / beta) in eV: -1.40 / -3.39
Relative energy (zero: lowest compared OMol25 entry of this formula, charge and spin) in kcal per mole: 55.57

Geometry (Å):
P 0.556 0.553 -0.641
I -3.725 1.833 0.464
H -0.662 0.981 -1.150
H 0.006 0.635 0.642

***

DFT (ωB97M-V/def2-TZVPD) results for a structure of composition H2InO in a non-equilibrium geometry.

Total charge: +3
HOMO-LUMO gap in eV: 2.72
E_HOMO in eV: -27.0
Largest force on an atom in eV Å⁻¹: 2.75
2S+1: 1
Lowest unoccupied orbital energy in eV: -24.31
Relative energy (zero: lowest compared OMol25 entry of this formula, charge and spin) in kcal per mole: 10.92

Geometry (Å):
In -0.932 3.956 -1.329
O 0.342 -0.949 0.320
H 0.641 -1.318 1.151
H -0.051 -1.689 -0.143

***

DFT (ωB97M-V/def2-TZVPD) results for a structure of composition H2KO in a non-equilibrium geometry.

Total charge: +1
HOMO-LUMO gap in eV: 13.64
E_HOMO in eV: -17.9
Largest force on an atom in eV Å⁻¹: 6.11
2S+1: 1
Lowest unoccupied orbital energy in eV: -4.21
Relative energy (zero: lowest compared OMol25 entry of this formula, charge and spin) in kcal per mole: 25.81

Geometry (Å):
O -0.223 -0.074 -0.037
H -0.574 0.561 -0.702
H -0.593 -0.945 -0.306
K 1.389 0.459 1.045